Record 1
C23H22CdClN4O10 as an isolated structure, computed with wB97M-V/def2-TZVPD.

XYZ file:
```
61
Properties=species:S:1:pos:R:3:forces:R:3
Cd -17.27787 3.44434 -8.06265 0.18 0.22 -0.68
O -22.10834 5.86564 -5.27156 0.43 0.52 0.03
C -22.32212 4.57936 -5.33301 -0.89 -0.93 -0.51
O -23.44512 4.11262 -5.16681 1.30 0.20 0.02
C -21.13784 3.68287 -5.67858 -0.27 0.79 0.12
C -21.06948 2.31881 -5.59472 0.74 -0.55 0.12
Cl -22.33209 1.26051 -5.23508 -0.58 0.03 0.20
N -19.78478 1.89705 -5.89811 -0.80 1.24 -0.09
N -19.07666 2.98889 -6.30537 0.15 -0.61 0.33
C -19.85234 4.03734 -6.15833 0.07 0.12 -0.13
C -19.30088 5.38386 -6.55579 1.10 0.44 -0.57
O -19.78415 6.41377 -6.01540 0.20 -0.50 -0.40
O -18.33339 5.37953 -7.38478 -0.90 -0.04 0.84
C -19.17412 0.61698 -5.86586 0.56 -1.57 -0.07
C -17.82751 0.46223 -6.24912 -0.63 0.24 0.09
C -17.29331 -0.81536 -6.43218 -0.14 -0.01 -0.08
C -18.04981 -1.96493 -6.19669 -0.06 0.50 -0.27
C -19.34425 -1.81016 -5.71049 0.63 -0.27 0.16
C -19.87616 -0.55757 -5.48658 -0.22 1.16 -0.09
H -21.14559 6.19212 -5.53112 -0.32 -0.69 0.15
H -17.21662 1.35290 -6.37624 0.04 -0.35 -0.20
H -16.28936 -0.89834 -6.83160 0.03 0.09 0.18
H -17.66336 -2.96231 -6.40871 0.02 0.33 0.09
H -19.90913 -2.70506 -5.48429 -0.20 0.13 0.13
H -20.83957 -0.44488 -5.00811 0.23 -0.35 -0.34
N -15.26686 4.85675 -9.11165 -0.67 1.25 -0.13
C -14.15845 3.96270 -9.41777 0.69 -0.14 -0.35
C -14.20013 2.72608 -8.53443 -0.43 -1.60 1.51
O -13.17155 2.17040 -8.09360 -0.95 1.09 -1.04
O -15.40016 2.29521 -8.28733 0.37 0.00 0.08
H -15.74740 5.20170 -9.95008 0.25 -0.27 0.47
H -14.96829 5.68394 -8.57067 -0.16 -0.76 -0.49
H -13.18780 4.45198 -9.27354 -0.10 -0.10 -0.14
H -14.20371 3.58868 -10.46606 -0.10 0.38 0.62
O -18.05383 1.99290 -12.85613 0.25 0.02 -0.15
C -19.31231 2.51834 -12.84643 -0.12 0.07 0.72
C -20.05346 2.55357 -14.02479 0.44 -0.08 -0.58
C -21.37571 2.95177 -14.03846 -0.29 0.25 1.09
C -21.96676 3.23272 -12.80672 -0.47 0.15 -0.18
C -21.21837 3.22247 -11.63381 -0.11 -0.22 0.54
C -19.86263 2.94832 -11.59648 1.06 -0.68 -1.20
C -18.97450 3.02670 -10.33907 -0.11 -0.29 1.41
O -19.36791 2.49088 -9.24762 0.20 0.51 -1.28
O -17.88345 3.65740 -10.40439 -0.45 -0.10 -0.31
H -17.85837 1.59802 -13.72201 -0.24 0.30 0.39
H -19.56942 2.25934 -14.96732 -0.10 0.10 0.43
H -21.94715 3.04954 -14.94938 0.04 -0.18 -0.12
H -23.03582 3.45738 -12.72870 0.42 -0.03 -0.15
H -21.72647 3.34106 -10.68523 0.03 0.34 0.04
C -15.04422 4.61294 -3.21741 -0.62 -0.85 -0.04
N -15.58838 5.58643 -4.15367 0.92 0.61 0.99
C -15.22083 6.98159 -3.87188 -0.18 0.08 -0.85
C -16.07275 5.21702 -5.34289 -0.46 -1.26 -1.04
O -16.20862 4.03274 -5.70038 0.11 1.56 0.28
H -13.95120 4.63104 -3.16378 -0.07 0.15 -0.17
H -15.36431 3.59765 -3.52877 0.22 0.68 0.12
H -15.44716 4.80937 -2.21493 0.11 0.00 -0.20
H -15.25252 7.16514 -2.79467 -0.03 -0.10 -0.18
H -15.94384 7.65953 -4.36549 0.38 -0.34 0.25
H -14.20138 7.21822 -4.25557 -0.55 -0.17 0.33
H -16.37291 6.07498 -5.98992 0.06 -0.49 0.26
```
Positions in Å, forces in eV/Å.

The calculation puts the lowest unoccupied orbital energy at 2.406 eV. As for the calculated total energy: -67735.1492 eV. Its relative energy (zero: lowest compared OMol25 entry of this formula, charge and spin) is 0.000 eV. The total charge is -1. For the gap between HOMO and LUMO, the calculation gives 8.40 eV.

Results of the Mulliken charge analysis, in e, for atoms 1 through 5: Cd 2.56; O -0.56; C 0.45; O -0.65; C -0.48



Record 2
C23H22ClDyNP as an isolated structure, computed with wB97M-V/def2-TZVPD.

XYZ file:
```
49
Properties=species:S:1:pos:R:3:forces:R:3
Dy -1.09067 0.37731 2.51278 -1.76 -0.84 -0.07
Cl -3.36120 1.12414 1.94487 0.38 -0.13 0.35
P -0.76043 -0.32717 -0.04776 0.07 -2.05 -1.61
C 0.41556 -1.59015 0.59697 0.01 0.35 0.46
C 1.67969 -1.78903 0.01695 -0.35 0.01 0.19
C 2.52251 -2.79125 0.49893 -0.21 0.03 0.00
C 2.13494 -3.54992 1.60693 -0.08 0.18 -0.25
C 0.90877 -3.30920 2.23742 -0.09 0.00 0.23
C 0.03836 -2.32919 1.74893 0.38 0.07 -0.38
C -2.12068 -1.31319 -0.79191 -0.27 0.30 0.57
C -3.25561 -0.58575 -1.18883 -0.04 -0.16 0.09
C -4.37276 -1.26038 -1.67153 0.13 -0.25 -0.15
C -4.37254 -2.66409 -1.74513 0.36 0.26 0.12
C -3.23562 -3.38302 -1.35687 0.08 0.13 -0.14
C -2.10251 -2.71262 -0.89029 -0.06 0.19 0.24
C 0.00759 0.48303 -1.44842 0.14 0.94 0.07
C 0.16158 1.87761 -1.42615 0.11 -0.33 -0.07
C 0.65323 2.52434 -2.55498 0.09 0.10 -0.27
C 0.98016 1.79223 -3.70340 0.01 -0.08 0.24
C 0.85335 0.40212 -3.70943 -0.12 -0.16 0.34
C 0.35624 -0.25639 -2.58429 -0.01 0.13 -0.07
H -3.26469 0.50217 -1.08255 -0.09 -0.32 -0.12
H -5.24212 -0.69733 -2.00706 0.18 -0.14 0.16
H -5.25230 -3.19774 -2.10842 0.26 0.20 0.12
H -3.21956 -4.47163 -1.42943 -0.03 0.34 0.01
H -1.21068 -3.25984 -0.58213 -0.31 0.00 -0.12
H 1.96819 -1.16532 -0.82713 0.04 -0.25 0.17
H 3.46424 -2.98801 -0.02036 -0.28 0.07 0.32
H 2.79364 -4.33987 1.95876 -0.19 0.14 0.06
H 0.61902 -3.90448 3.10550 0.10 0.15 -0.28
H -0.97390 -2.23606 2.20033 0.43 -0.24 -0.33
H -0.10780 2.42113 -0.51777 0.09 0.00 -0.42
H 0.78533 3.60607 -2.55569 -0.09 -0.27 0.01
H 1.34811 2.29250 -4.59987 -0.10 -0.05 0.33
H 1.13697 -0.18757 -4.57917 -0.09 0.22 0.14
H 0.23979 -1.33753 -2.57660 -0.04 0.15 -0.15
H 5.80008 -0.37695 0.21375 -0.03 0.23 -0.18
H 5.73171 0.20406 -0.25630 0.02 -0.24 0.19
C 1.67779 4.32305 2.75913 -0.39 -0.09 -0.20
C 0.44161 4.68275 2.21058 -0.17 0.28 -0.13
C -0.50875 3.71509 1.91651 0.31 -1.40 0.51
N -0.25396 2.38155 2.14843 1.46 1.56 0.45
C 0.95497 2.02108 2.68758 -0.38 1.57 -0.40
C 1.91827 2.97309 3.00272 0.27 -0.63 0.17
H 2.42845 5.08776 2.99271 -0.35 -0.41 -0.06
H 0.18938 5.73081 2.02487 0.15 -0.40 0.06
H -1.51264 3.93064 1.54494 0.38 0.01 0.04
H 1.16737 0.94387 2.87685 0.10 0.63 -0.14
H 2.84155 2.62725 3.45502 -0.01 0.18 -0.10
```
Positions in Å, forces in eV/Å.

As for the spin multiplicity: 6. The calculation puts the lowest unoccupied orbital energy (spin up / spin down) at -9.257 / -6.889 eV. As for the calculated total energy: -71577.5821 eV. Its relative energy (zero: lowest compared OMol25 entry of this formula, charge and spin) is 0.861 eV. The total charge is +2. For the gap between HOMO and LUMO (spin up / spin down), the calculation gives 5.33 / 7.71 eV. Its expectation value of S² is 9.249.

Results of the Mulliken charge analysis, in e, for atoms 1 through 5: Dy 1.32; Cl -0.36; P 0.75; C 0.66; C -0.71



Record 3
One molecule with the formula C23H22ClN3O2S, computed with wB97M-V/def2-TZVPD.

XYZ file:
```
52
Properties=species:S:1:pos:R:3:forces:R:3
C -1.60123 -3.50731 -3.46715 -0.02 -0.07 0.00
C -2.36426 -3.16686 -2.22476 -0.04 0.08 0.10
C -1.80803 -3.38018 -0.96775 -0.04 -0.01 0.01
C -2.51889 -3.08422 0.17834 -0.15 -0.02 -0.07
C -3.80717 -2.56547 0.10122 -0.14 -0.28 -0.29
C -4.59098 -2.32933 1.35382 -0.03 -0.12 0.09
O -5.62445 -2.91363 1.60194 -0.06 -0.09 -0.09
N -4.03871 -1.46936 2.25164 -0.23 0.06 0.54
C -2.90266 -0.65803 2.12303 0.38 0.37 -0.13
C -2.08967 -0.44778 3.23422 -0.09 -0.12 -0.24
C -0.96192 0.33731 3.14650 0.08 0.03 -0.06
C -0.58526 0.94096 1.93994 -0.34 -0.14 0.05
N 0.54025 1.75555 1.90000 0.12 0.42 0.13
C 1.76742 1.31083 2.53029 0.25 -0.31 -0.09
C 2.59483 0.47355 1.54530 0.16 -0.09 0.45
N 2.86497 1.22425 0.33589 -0.11 -0.16 0.03
C 4.13789 1.61368 0.07631 0.17 -0.09 0.17
O 5.05556 1.38623 0.84743 0.14 0.10 0.07
C 4.41281 2.29048 -1.21036 0.09 0.04 -0.66
C 5.29536 3.31764 -1.38255 -0.29 -0.21 0.23
C 5.47763 3.67436 -2.73476 -0.02 0.01 -0.19
C 4.75587 2.89495 -3.57969 -0.23 -0.30 0.10
S 3.82579 1.71831 -2.74287 0.41 0.38 0.23
C 1.67005 1.72022 -0.30547 -0.41 0.41 -0.03
C 0.84858 2.52627 0.71897 0.01 -0.11 -0.33
C -1.43256 0.75511 0.84328 0.21 0.06 0.03
C -2.57374 -0.01709 0.93534 -0.15 -0.01 0.28
C -4.36530 -2.36188 -1.15680 0.20 -0.09 0.26
Cl -5.95022 -1.68912 -1.29067 -0.14 0.10 -0.13
C -3.65073 -2.65213 -2.30722 0.00 0.01 0.09
H -1.94360 -2.91252 -4.30986 0.02 0.02 -0.09
H -1.74875 -4.55895 -3.71356 0.04 -0.06 -0.08
H -0.53575 -3.34328 -3.32460 0.07 0.01 -0.05
H -0.80942 -3.78360 -0.88824 0.11 -0.04 0.01
H -2.07866 -3.25872 1.14898 0.05 0.02 0.10
H -4.50104 -1.45472 3.15306 -0.05 -0.07 -0.21
H -2.35138 -0.90249 4.17889 -0.01 -0.07 0.10
H -0.37514 0.49861 4.03703 0.05 0.04 0.07
H 1.55602 0.71738 3.41651 0.03 0.07 0.00
H 2.34186 2.19353 2.82883 0.01 -0.08 0.04
H 3.55341 0.19554 1.98544 -0.15 -0.04 -0.05
H 2.03311 -0.42906 1.27677 0.02 0.02 0.04
H 5.78880 3.79894 -0.55784 0.11 0.02 0.18
H 6.12405 4.46887 -3.06090 0.10 0.13 -0.09
H 4.71030 2.93062 -4.64998 0.04 0.05 -0.23
H 1.92532 2.36007 -1.14818 -0.07 -0.08 0.09
H 1.08367 0.86805 -0.66788 0.00 0.07 -0.05
H -0.06693 2.90487 0.26632 0.02 0.04 0.01
H 1.44791 3.38602 1.04094 -0.05 -0.02 -0.09
H -1.21833 1.21593 -0.10736 0.07 0.05 -0.08
H -3.21118 -0.11763 0.07175 -0.06 0.03 -0.08
H -4.10552 -2.47476 -3.26952 -0.06 0.04 -0.10
```
Positions in Å, forces in eV/Å.

The calculation puts the lowest unoccupied orbital energy at 0.292 eV. As for the calculated total energy: -56131.9304 eV. For the gap between HOMO and LUMO, the calculation gives 7.93 eV.

Results of the Mulliken charge analysis, in e, for atoms 1 through 5: C -1.46; C 1.00; C -0.95; C 0.17; C -0.12



Which of these has the lowest calculated total energy?
C23H22ClDyNP



Look up the calculated total energy of the first one.
-67735.1492 eV



calculated total energy of number 2 (C23H22ClDyNP)?
-71577.5821 eV